1.
Computed, not measured: an isolated ion of composition C6H13NO and charge +1 at a distorted geometry, with wB97M-V/def2-TZVPD.

Computed properties:
Strongest force on any atom, Eh/bohr: 0.062
<S²>: 0.76
HOMO (spin up / spin down), eV: -14.60 / -14.85
E, eV: -9961.2921
2S+1: 2
Orbital gap (spin up / spin down), eV: 10.78 / 7.43
Energy above the lowest of the compared OMol25 structures with the same formula, charge and spin, kcal per mole: 24.6
Net charge: +1

CARTESIAN COORDINATES (ANGSTROEM)
C  -1.8030  1.8650  -0.4963
C  -0.3365  1.4302  -0.5461
N  -0.2259  0.0410  -0.0291
C  -0.5511  -0.0430  1.3940
C  0.4575  -2.2624  -0.4368
C  0.8570  -0.7398  -0.5302
C  2.1873  -0.5063  0.2572
O  2.5109  0.6273  0.4542
H  -2.0441  2.6489  -1.2239
H  -2.1146  2.2979  0.4450
H  -2.4324  1.0744  -0.9046
H  0.2652  2.0990  0.0818
H  0.1482  1.4569  -1.5195
H  0.3563  -0.3646  1.9137
H  -1.2478  -0.8725  1.5562
H  -0.9428  0.8746  1.7963
H  1.2606  -2.9906  -0.5274
H  -0.0079  -2.4293  0.5292
H  -0.1939  -2.4103  -1.2944
H  1.0759  -0.4634  -1.5598
H  2.7811  -1.3330  0.6405


2.
Computed, not measured: C39H42Br4IrO3P2Si as an isolated structure, with wB97M-V/def2-TZVPD.

Computed properties:
Strongest force on any atom, Eh/bohr: 0.010
<S²>: 0.76
HOMO (spin up / spin down), eV: -7.47 / -7.38
E, eV: -356735.0888
2S+1: 2
Orbital gap (spin up / spin down), eV: 7.53 / 5.60
Energy above the lowest of the compared OMol25 structures with the same formula, charge and spin, kcal per mole: 11.4

CARTESIAN COORDINATES (ANGSTROEM)
Ir  1.1975  -0.3326  0.6623
C  3.0589  -2.9630  1.9350
P  2.6518  -1.2192  2.1656
C  4.2661  -0.4360  2.4920
C  1.8685  -1.0162  3.7924
C  2.1330  -1.8372  4.8789
C  1.5406  -1.5752  6.1059
C  0.6928  -0.4871  6.2525
C  0.4224  0.3332  5.1669
C  1.0033  0.0718  3.9316
P  0.5655  1.0064  2.4296
C  1.1536  2.6994  2.6848
C  -1.2362  1.1218  2.5091
H  3.8000  -3.2996  2.6598
H  3.4571  -3.0838  0.9263
H  2.1532  -3.5616  2.0244
H  4.6574  -0.8404  3.4267
H  4.1300  0.6398  2.6073
H  4.9914  -0.6216  1.7013
H  2.7871  -2.6941  4.7721
H  1.7356  -2.2262  6.9478
H  0.2286  -0.2870  7.2090
H  -0.2621  1.1651  5.2845
H  0.7739  3.0956  3.6276
H  0.7985  3.3170  1.8584
H  2.2406  2.7223  2.6987
H  -1.5387  1.8406  3.2724
H  -1.6354  0.1360  2.7451
H  -1.6205  1.4301  1.5398
Br  -0.5606  -6.4589  -2.1575
C  -0.3179  -5.0358  -0.9466
C  -0.8654  -5.1015  0.3337
Br  -1.8493  -6.6067  0.8974
C  -0.6825  -4.0287  1.2053
Br  -1.3121  -4.0397  2.9860
C  -0.0070  -2.8893  0.7958
O  0.1422  -1.8346  1.6163
C  0.5834  -2.8309  -0.4809
O  1.2962  -1.7701  -0.8081
C  0.4194  -3.9183  -1.3391
Br  1.2303  -3.7758  -3.0282
C  2.9222  0.3690  -0.3707
C  2.8047  1.7030  -1.0375
C  2.6955  1.7770  -2.4249
C  2.6828  3.0010  -3.0770
C  2.7679  4.1795  -2.3513
C  2.8805  4.1220  -0.9681
C  2.9048  2.8955  -0.3234
H  3.8103  0.3786  0.2552
H  3.0359  -0.4082  -1.1249
H  2.6365  0.8551  -2.9912
H  2.6005  3.0340  -4.1563
H  2.7511  5.1358  -2.8575
H  2.9628  5.0364  -0.3932
H  3.0313  2.8575  0.7495
C  -2.6691  2.7177  -3.1062
C  -1.6141  2.4714  -2.0213
C  -1.9130  3.3735  -0.8196
C  -0.2474  2.8846  -2.5863
Si  -1.4994  0.6478  -1.4641
O  -0.2043  0.5279  -0.5022
C  -3.0891  0.1239  -0.5846
C  -4.3591  0.3956  -1.1056
C  -5.5126  -0.0820  -0.4996
C  -5.4252  -0.8572  0.6482
C  -4.1788  -1.1432  1.1840
C  -3.0313  -0.6526  0.5730
C  -1.3378  -0.4681  -2.9755
C  -0.1978  -0.4063  -3.7825
C  -0.0635  -1.1959  -4.9144
C  -1.0712  -2.0853  -5.2615
C  -2.2023  -2.1818  -4.4659
C  -2.3320  -1.3806  -3.3378
H  -2.5296  3.7187  -3.5300
H  -3.6862  2.6804  -2.7126
H  -2.5899  1.9983  -3.9248
H  -1.9576  4.4208  -1.1396
H  -1.1219  3.2994  -0.0680
H  -2.8669  3.1275  -0.3444
H  -0.2380  3.9640  -2.7800
H  -0.0349  2.3848  -3.5333
H  0.5650  2.6585  -1.8916
H  -4.4603  0.9677  -2.0200
H  -6.4803  0.1437  -0.9306
H  -6.3226  -1.2401  1.1179
H  -4.0961  -1.7531  2.0752
H  -2.0721  -0.8725  1.0144
H  0.6051  0.2698  -3.5143
H  0.8316  -1.1259  -5.5212
H  -0.9682  -2.7101  -6.1400
H  -2.9850  -2.8865  -4.7186
H  -3.2220  -1.4793  -2.7274


3.
Computed, not measured: C40H41BF2N4P2PdSTe as an isolated structure, with wB97M-V/def2-TZVPD.

Computed properties:
Strongest force on any atom, Eh/bohr: 0.006
HOMO, eV: -0.85
E, eV: -94406.3630
Orbital gap, eV: 4.98
Energy above the lowest of the compared OMol25 structures with the same formula, charge and spin, kcal per mole: 18.1
Net charge: -2

CARTESIAN COORDINATES (ANGSTROEM)
Pd  -0.7323  1.2556  -0.3655
Te  2.4155  -1.0496  -1.6718
C  3.7151  -2.6824  -1.3185
C  4.2315  -2.9693  -0.0593
C  5.0948  -4.0428  0.0906
N  5.4812  -4.8472  -0.9024
C  4.9780  -4.5659  -2.1061
C  4.1102  -3.5187  -2.3625
C  2.1643  -0.4138  0.3187
P  2.8261  1.3036  0.3725
C  4.5647  1.1102  1.0160
C  5.3931  0.1471  0.4289
C  6.7292  0.0215  0.7777
C  7.2932  0.8781  1.7150
C  6.4990  1.8639  2.2829
C  5.1580  1.9768  1.9368
C  2.0574  2.0405  1.8816
C  2.3362  1.6336  3.1876
C  1.7105  2.2263  4.2713
C  0.7678  3.2279  4.0629
C  0.4653  3.6320  2.7726
C  1.1138  3.0472  1.6887
P  0.3724  -0.4605  0.6628
C  0.2533  -0.5942  2.5079
C  -0.7978  0.0601  3.1394
C  -0.9754  -0.0535  4.5147
C  -0.0979  -0.8172  5.2678
C  0.9629  -1.4678  4.6423
C  1.1343  -1.3550  3.2729
C  -0.0722  -2.2368  0.3900
C  0.8376  -3.2868  0.5133
C  0.4346  -4.6016  0.3421
C  -0.8956  -4.8925  0.0527
C  -1.8137  -3.8584  -0.0502
C  -1.4004  -2.5412  0.1193
H  3.9530  -2.3417  0.7827
H  5.5050  -4.2703  1.0707
H  5.2873  -5.2219  -2.9158
H  3.7420  -3.3627  -3.3708
H  4.9826  -0.5158  -0.3213
H  7.3295  -0.7533  0.3137
H  8.3359  0.7803  1.9946
H  6.9204  2.5503  3.0095
H  4.5659  2.7596  2.3956
H  3.0518  0.8360  3.3524
H  1.9288  1.8812  5.2751
H  0.2570  3.6757  4.9087
H  -0.2866  4.3914  2.5942
H  0.8596  3.3523  0.6800
H  -1.4613  0.6695  2.5331
H  -1.7947  0.4676  4.9973
H  -0.2314  -0.9018  6.3409
H  1.6567  -2.0613  5.2282
H  1.9710  -1.8365  2.7780
H  1.8723  -3.0646  0.7336
H  1.1631  -5.4007  0.4270
H  -1.2097  -5.9207  -0.0907
H  -2.8568  -4.0558  -0.2692
H  -2.1361  -1.7469  0.0466
C  -5.2126  0.1750  -5.6479
C  -4.6562  0.4194  -4.2561
N  -4.6826  -0.8224  -3.4691
C  -3.9451  -0.8344  -2.2834
S  -4.7101  -1.2492  -0.8466
N  -2.6522  -0.5579  -2.4041
C  -1.8313  -0.8669  -3.5717
C  -0.7986  0.2109  -3.8449
H  -5.2207  1.1011  -6.2257
H  -6.2383  -0.2002  -5.6004
H  -4.6106  -0.5640  -6.1803
H  -5.2214  1.2004  -3.7387
H  -3.6312  0.7773  -4.3116
H  -5.6285  -1.0939  -3.2380
H  -2.1210  -0.2638  -1.5745
H  -2.4820  -1.0174  -4.4312
H  -1.3329  -1.8239  -3.3769
H  -1.2610  1.1263  -4.2163
H  -0.0705  -0.1552  -4.5723
H  -0.2765  0.4844  -2.9243
C  -5.7214  4.5090  0.3241
C  -4.9167  4.7215  -0.7809
C  -4.5474  3.6287  -1.5542
N  -4.9291  2.3798  -1.2908
C  -5.6972  2.1880  -0.2211
C  -6.1199  3.2148  0.6130
H  -6.0196  5.3351  0.9593
H  -4.5491  5.7074  -1.0326
H  -3.8847  3.7550  -2.4018
H  -5.9653  1.1559  -0.0223
H  -6.7325  2.9932  1.4776
F  -1.1236  4.2808  -1.0327
B  -1.2367  2.9679  -1.4473
F  -1.6936  3.0384  -2.7628